[1]
{
  "formula": "F6InN2O6P",
  "method": "ωB97M-V/def2-TZVPD",
  "species": ["In", "N", "O", "O", "O", "N", "O", "O", "O", "P", "F", "F", "F", "F", "F", "F"],
  "positions_angstrom": [[-16.469, 9.822, 21.542], [-13.107, 8.969, 22.810], [-13.801, 10.000, 22.587], [-13.580, 7.935, 22.357], [-12.114, 9.019, 23.488], [-17.522, 12.981, 22.412], [-18.194, 11.928, 22.276], [-16.301, 12.892, 22.348], [-18.050, 14.055, 22.620], [-16.882, 9.681, 25.326], [-17.938, 10.790, 25.781], [-16.219, 10.729, 24.268], [-15.896, 10.164, 26.498], [-15.855, 8.565, 24.684], [-17.483, 8.583, 26.336], [-17.903, 9.194, 24.104]],
  "mulliken_charge": [1.13, 1.19, -0.38, -0.46, -0.43, 1.24, -0.45, -0.45, -0.47, 1.16, -0.35, -0.35, -0.35, -0.34, -0.33, -0.36],
  "spin_multiplicity": 1,
  "e_homo_ev": -11.05,
  "relative_energy_kcal_mol": 39.9,
  "orbital_gap_ev": 3.0630
}

***

[2]
{
  "formula": "F6InN2O6P",
  "method": "ωB97M-V/def2-TZVPD",
  "species": ["In", "N", "O", "O", "O", "N", "O", "O", "O", "P", "F", "F", "F", "F", "F", "F"],
  "positions_angstrom": [[-1.407, 1.220, 1.784], [-2.599, -1.944, 0.930], [-1.446, -1.708, 0.520], [-3.015, -3.079, 0.936], [-3.247, -0.974, 1.340], [1.897, -1.179, 1.301], [1.043, -0.336, 1.591], [1.540, -2.009, 0.480], [2.969, -1.150, 1.837], [0.608, 1.617, -1.582], [-0.048, 2.808, -0.673], [1.502, 2.658, -2.432], [1.848, 1.541, -0.504], [1.210, 0.407, -2.450], [-0.131, 0.535, -0.587], [-0.726, 1.593, -2.491]],
  "mulliken_charge": [0.94, 1.17, -0.29, -0.47, -0.52, 1.07, -0.21, -0.30, -0.44, 1.13, -0.36, -0.31, -0.35, -0.35, -0.35, -0.36],
  "spin_multiplicity": 1,
  "e_homo_ev": -11.47,
  "relative_energy_kcal_mol": 39.5,
  "orbital_gap_ev": 3.7108
}

***

[3]
{
  "formula": "F6N3O16PS6Tl",
  "method": "ωB97M-V/def2-TZVPD",
  "species": ["Tl", "N", "S", "O", "O", "F", "S", "O", "O", "F", "N", "S", "O", "O", "F", "S", "O", "O", "F", "N", "S", "O", "O", "F", "S", "O", "O", "F", "P", "O", "O", "O", "O"],
  "positions_angstrom": [[1.205, -0.060, 0.763], [0.882, 0.798, -1.920], [1.253, 0.130, -3.277], [2.139, 0.890, -4.145], [0.331, -0.815, -3.845], [2.370, -0.857, -2.622], [0.055, 2.076, -2.704], [-0.877, 1.857, -3.772], [0.818, 3.309, -2.664], [-0.845, 2.394, -1.382], [-0.500, 2.026, 1.845], [-0.417, 3.734, 1.833], [0.370, 4.295, 2.898], [-1.548, 4.444, 1.309], [0.605, 3.828, 0.581], [-1.947, 1.901, 2.406], [-2.985, 1.893, 1.432], [-2.262, 2.438, 3.738], [-1.774, 0.346, 2.729], [-1.125, -1.792, 0.602], [-1.928, -3.100, 1.330], [-2.298, -4.201, 0.452], [-2.625, -2.725, 2.532], [-0.565, -3.743, 1.872], [-2.233, -1.410, -0.434], [-3.636, -1.187, -0.129], [-1.757, -1.597, -1.791], [-1.806, 0.164, -0.376], [4.190, -2.900, 0.578], [4.288, -4.485, 0.586], [4.864, -2.503, 1.905], [2.754, -2.465, 0.387], [5.007, -2.684, -0.718]],
  "mulliken_charge": [1.09, 0.01, 0.88, -0.64, -0.54, -0.29, 0.93, -0.55, -0.64, -0.20, -0.06, 0.97, -0.63, -0.57, -0.27, 0.98, -0.54, -0.68, -0.25, -0.02, 0.87, -0.59, -0.56, -0.28, 0.93, -0.59, -0.58, -0.17, 0.69, -0.47, -0.48, -0.21, -0.55],
  "spin_multiplicity": 1,
  "charge": -3,
  "e_homo_ev": -2.34,
  "relative_energy_kcal_mol": 0.0,
  "orbital_gap_ev": 5.1000
}

***

Table of LUMO (eV), in record order: -8.0 -7.8 2.8